ORCA calculation (the ωB97M-V functional and the def2-TZVPD basis) on a cluster of 2 separate species, C2H6NO3 in total at a distorted geometry.

```
12
Properties=species:S:1:pos:R:3:nbo_charge:R:1
O 1.55481 -0.24855 -1.64782 -0.776
C 0.56220 0.12559 -0.99999 0.751
O -0.04215 1.21570 -1.04196 -0.799
C 0.01025 -0.95191 -0.01051 -0.348
N 1.08036 -1.82081 0.56007 -0.856
H -0.71925 -1.63124 -0.46365 0.179
H -0.53978 -0.58930 0.86722 0.173
H 1.80689 -1.79254 -0.16923 0.372
H 1.56664 -1.27620 1.26691 0.325
H -1.59722 3.02962 0.80749 0.454
H -1.53090 1.66680 0.19590 0.511
O -2.15184 2.27283 0.63555 -0.986
```

Output
**E_LUMO**: 4.22 eV
**M**: 92.1 g/mol
**HOMO energy**: -4.40 eV
**Energy above the lowest of the compared OMol25 structures with the same formula, charge and spin**: 34.6 kJ/mol
**HOMO-LUMO gap**: 8.613 eV
**Total charge**: -1